The following is a quantum chemistry calculation of an isolated molecule of C5H10O2, from OMol25.

Output
maximum force: 0.85 eV/Å
highest occupied orbital energy: -9.452 eV
gap between HOMO and LUMO: 10.27 eV
total charge: 0
SMILES: OC[C@H]1CCOC1
E_LUMO: 0.82 eV
E: -9440.8722 eV

Geometry as XYZ:
```
17
C5H10O2, DFT the ωB97M-V functional and the def2-TZVPD basis
O -2.468 1.358 -0.137
C -1.309 0.851 -0.762
C -0.129 0.438 0.104
C 0.001 -0.730 1.094
C 1.537 -0.948 1.068
O 2.013 -0.540 -0.211
C 0.876 -0.177 -0.938
H -2.866 1.950 -0.789
H -1.544 0.009 -1.428
H -0.862 1.648 -1.376
H 0.181 1.338 0.663
H -0.340 -0.569 2.121
H -0.516 -1.608 0.695
H 1.806 -1.995 1.235
H 2.055 -0.325 1.809
H 0.390 -1.099 -1.328
H 1.174 0.399 -1.821
```

Atomic partial charges in e from the Löwdin method, atoms 1 to 8: -0.05 -0.26 -0.26 -0.12 -0.19 -0.13 -0.20 0.09